Molecular formula: C51H54BrF9I2N3O6S2
Method: DFT, ωB97M-V/def2-TZVPD

```
128
Properties=species:S:1:pos:R:3:forces:R:3
C 6.652 2.546 -1.823 0.0 0.3 -0.4
C 5.798 1.776 -2.793 -0.1 0.2 0.3
I 7.010 0.882 -4.217 -0.1 -0.1 -0.1
C 4.454 1.682 -2.803 0.3 -0.4 -0.6
I 3.500 0.596 -4.314 -0.1 0.1 0.3
N 3.725 2.393 -1.699 -0.1 0.4 -0.7
F 4.325 3.678 -1.737 0.1 -0.4 0.3
C 3.906 1.824 -0.269 -0.2 -0.1 0.5
Br 4.974 0.234 -0.128 0.0 0.1 -0.1
C 2.485 1.526 0.297 0.3 -0.2 -0.2
N 2.177 2.309 1.479 0.1 0.1 -0.6
C 2.267 1.805 2.584 0.0 0.6 -1.0
O 2.344 1.420 3.653 0.0 -0.6 1.7
C 1.522 1.651 -0.921 1.1 -1.3 0.8
C 1.474 0.206 -1.470 -0.7 0.1 -0.1
C 0.444 -0.085 -2.545 0.4 -0.1 -0.2
O 0.709 -1.395 -3.008 0.2 0.0 -0.1
C 0.223 -1.622 -4.312 -0.1 -0.2 0.6
C 0.517 -3.061 -4.687 0.3 -0.4 -0.5
F 1.799 -3.188 -5.134 -0.6 0.0 0.3
F 0.362 -3.922 -3.669 -0.1 0.5 -0.6
F -0.292 -3.439 -5.708 0.4 0.1 0.6
C 2.193 2.777 -1.701 -1.6 1.0 0.0
C 2.093 4.113 -0.886 0.0 0.0 0.1
C 0.661 4.532 -0.476 -0.2 0.5 0.3
N 0.424 4.753 0.949 -0.1 -0.2 -0.4
S 1.562 3.290 -3.361 0.5 -0.3 -0.3
C -0.213 2.965 -3.270 0.1 0.0 0.3
C -0.750 2.098 -4.388 0.1 0.0 -0.1
O -0.158 1.855 -5.394 0.1 -0.2 0.0
O -1.966 1.582 -4.092 -0.4 0.2 0.0
C -3.035 2.539 -4.330 0.0 -0.6 0.2
C -4.377 2.095 -3.730 0.4 0.3 -0.1
C -5.116 3.306 -3.159 0.1 -0.2 -0.3
O -4.117 1.147 -2.687 0.0 0.1 0.1
C -5.220 0.520 -2.237 -0.3 0.0 -0.1
O -6.288 0.579 -2.788 0.1 0.1 0.0
C -5.005 -0.253 -0.972 0.1 -0.5 -0.3
S -3.779 -1.571 -1.155 0.4 0.0 0.2
H 6.208 2.702 -0.855 0.0 -0.1 0.3
H 6.823 3.532 -2.252 0.0 0.1 -0.1
H 7.626 2.088 -1.731 0.1 -0.2 0.2
H 4.399 2.611 0.284 0.1 0.1 0.0
H 2.516 0.488 0.592 -0.2 -0.2 0.0
H 0.534 1.845 -0.525 -0.1 0.7 -0.2
H 2.441 -0.167 -1.783 0.2 0.0 -0.1
H 1.175 -0.414 -0.627 0.1 -0.1 0.2
H -0.567 -0.020 -2.135 -0.2 0.0 0.0
H 0.537 0.599 -3.381 0.2 0.1 -0.1
H 0.729 -1.008 -5.055 0.0 0.3 -0.1
H -0.850 -1.445 -4.348 -0.2 -0.1 -0.2
H 2.449 4.907 -1.525 0.3 0.0 -0.1
H 2.730 4.121 -0.006 -0.1 -0.1 0.2
H 0.462 5.484 -0.964 0.0 0.1 -0.3
H -0.110 3.861 -0.832 -0.1 -0.2 -0.1
H -0.127 4.005 1.335 0.1 -0.1 0.3
H 1.288 4.832 1.461 0.0 0.1 0.2
H -0.473 2.494 -2.333 -0.1 -0.1 0.1
H -0.721 3.924 -3.281 -0.1 0.2 0.0
H -3.126 2.606 -5.409 -0.2 0.4 -0.2
H -2.779 3.501 -3.897 0.3 0.2 0.0
H -4.963 1.644 -4.520 -0.1 -0.4 0.1
H -4.926 3.349 -2.091 -0.1 0.1 0.2
H -4.752 4.230 -3.596 0.0 0.2 -0.1
H -6.176 3.232 -3.354 -0.2 0.0 0.2
H -4.663 0.388 -0.168 0.1 0.1 0.1
H -5.952 -0.705 -0.718 -0.2 0.1 0.2
H -4.482 -2.312 -2.012 -0.1 -0.1 -0.1
F 1.347 -8.632 0.744 0.0 0.0 0.0
C 1.080 -7.355 0.407 0.0 0.1 0.0
C 1.135 -6.993 -0.924 0.0 -0.1 -0.1
C 0.856 -5.678 -1.265 0.0 -0.1 0.2
C 0.538 -4.754 -0.279 0.0 0.1 0.0
C 0.493 -5.145 1.053 0.0 0.0 -0.1
C 0.762 -6.458 1.406 0.0 -0.1 -0.1
H 1.390 -7.730 -1.673 0.0 0.0 0.0
H 0.889 -5.374 -2.297 0.1 -0.1 0.0
H 0.324 -3.728 -0.554 0.0 0.0 0.0
H 0.247 -4.428 1.825 0.0 0.0 0.0
H 0.727 -6.790 2.428 0.0 0.0 0.1
F 0.521 -5.615 4.287 0.0 0.1 0.2
C 0.909 -5.667 5.585 0.0 0.0 0.0
C 1.480 -6.829 6.059 0.0 -0.1 -0.1
C 1.880 -6.878 7.386 0.0 0.1 0.0
C 1.697 -5.776 8.211 0.0 0.0 0.1
C 1.116 -4.621 7.709 0.0 -0.1 0.0
C 0.719 -4.557 6.381 -0.1 0.1 0.0
H 1.607 -7.676 5.399 0.0 0.0 0.0
H 2.333 -7.777 7.778 0.0 0.0 0.0
H 2.005 -5.822 9.246 0.0 0.0 0.0
H 0.969 -3.764 8.353 0.0 0.0 0.0
H 0.268 -3.666 5.966 0.0 0.0 0.0
F -3.010 3.473 -11.871 0.0 0.0 0.0
C -2.507 3.320 -10.634 0.0 0.0 0.1
C -2.325 2.044 -10.140 0.0 -0.1 -0.1
C -1.803 1.893 -8.864 0.0 0.0 0.0
C -1.478 3.008 -8.103 -0.1 0.0 0.1
C -1.674 4.281 -8.623 0.0 -0.1 0.0
C -2.189 4.446 -9.900 0.0 0.1 0.0
H -2.590 1.190 -10.749 0.0 0.0 0.0
H -1.648 0.901 -8.463 0.0 0.0 0.0
H -1.074 2.873 -7.109 0.0 0.1 -0.2
H -1.425 5.153 -8.033 0.0 0.0 0.0
H -2.344 5.427 -10.328 0.0 0.0 0.0
F 1.403 7.530 1.772 0.0 0.0 0.0
C 0.328 8.025 2.431 -0.2 0.0 0.1
C -0.300 7.242 3.377 0.1 -0.2 0.0
C -1.396 7.758 4.053 0.0 0.1 0.0
C -1.854 9.036 3.769 0.0 0.0 0.0
C -1.210 9.803 2.810 0.0 0.0 0.0
C -0.107 9.300 2.135 0.1 0.1 -0.2
H 0.064 6.244 3.581 0.0 0.0 0.0
H -1.893 7.158 4.802 0.0 0.0 0.0
H -2.711 9.433 4.296 0.0 0.0 0.0
H -1.565 10.799 2.584 0.0 0.0 0.0
H 0.414 9.886 1.391 0.0 0.0 0.0
F 1.126 -9.070 9.926 0.0 0.0 0.0
C -0.065 -8.827 10.517 -0.1 0.0 0.0
C -0.421 -9.563 11.628 0.1 -0.1 0.1
C -1.643 -9.305 12.230 0.0 0.0 0.0
C -2.487 -8.331 11.716 0.0 0.0 0.0
C -2.106 -7.607 10.595 0.0 -0.1 0.1
C -0.883 -7.851 9.989 0.0 0.1 -0.2
H 0.250 -10.322 12.009 0.0 0.0 0.0
H -1.937 -9.869 13.105 0.0 0.0 0.0
H -3.440 -8.137 12.188 0.0 0.0 0.0
H -2.762 -6.849 10.189 0.0 0.0 0.0
H -0.562 -7.294 9.118 0.0 0.0 0.0
```
Forces are in eV/Å.

Summary:
Total charge: +1
E_tot: -7455.62237 Eh
HOMO: -10.3 eV
2S+1: 1
Max |F|: 1.95 eV/Å


Molecular formula: C23H49IO30PS7
Method: DFT, ωB97M-V/def2-TZVPD

```
111
Properties=species:S:1:pos:R:3:forces:R:3
C -0.422 -5.402 -4.009 -0.3 -0.7 0.1
C -2.046 -5.562 -3.723 1.1 -0.7 -0.1
C -2.773 -5.763 -5.178 0.6 -1.7 1.4
C -3.670 -7.155 -5.142 0.2 -0.4 -0.5
P -3.761 -4.241 -5.800 2.3 -0.8 -3.3
C -4.915 -4.116 -4.282 -1.9 -0.9 0.6
I -4.454 -2.350 -2.997 -0.4 -0.8 -0.2
C -6.512 -3.992 -4.629 -0.5 -0.1 0.9
C -7.135 -5.271 -5.465 -0.9 0.2 0.6
O -2.477 -3.178 -5.192 0.5 2.3 -0.3
C -2.275 -1.921 -5.938 -2.0 -0.3 0.6
C -3.373 -2.052 -7.175 1.3 1.1 -0.1
O -4.505 -2.937 -6.750 2.6 2.9 -0.1
H 0.184 -5.438 -3.007 -1.0 0.3 -1.9
H -0.115 -6.357 -4.639 -0.5 1.9 1.2
H -0.158 -4.455 -4.646 -0.7 -1.8 1.4
H -2.471 -4.693 -3.066 0.9 -1.5 -1.5
H -2.153 -6.552 -3.068 0.2 1.9 -1.3
H -1.911 -5.951 -5.979 -1.9 0.5 1.8
H -3.054 -7.979 -5.747 -1.5 1.5 1.4
H -4.723 -7.050 -5.662 2.2 -0.1 0.9
H -3.871 -7.559 -4.054 0.5 0.8 -2.0
H -2.868 -4.317 -6.965 -0.1 -0.3 -0.2
H -4.607 -5.085 -6.628 -0.6 -0.1 1.1
H -4.796 -5.092 -3.604 -0.1 2.2 -1.3
H -6.760 -2.949 -5.115 0.6 -2.2 0.7
H -7.079 -3.993 -3.578 1.2 0.0 -2.2
H -8.292 -5.304 -5.197 2.3 0.1 -0.6
H -7.071 -5.160 -6.628 0.3 -0.4 2.3
H -6.698 -6.299 -5.058 -0.7 2.3 -1.1
H -2.633 -0.991 -5.291 0.7 -1.9 -0.9
H -1.146 -1.675 -6.224 -2.3 -1.0 0.3
H -3.638 -0.939 -7.475 -0.3 -2.3 0.8
H -2.730 -2.395 -8.095 -1.7 -0.1 1.5
C -2.898 1.119 -0.113 0.5 0.6 0.0
C -3.668 2.079 0.790 0.3 -0.4 0.4
O -4.832 2.437 0.047 -0.1 -0.5 -0.8
S -5.273 1.176 -0.887 -0.3 -0.5 -0.3
O -6.318 0.450 -0.201 1.2 1.0 -1.1
O -5.400 1.638 -2.250 -0.1 -0.4 1.8
O -3.890 0.322 -0.756 -1.1 0.5 0.3
H -2.345 1.663 -0.885 0.0 0.0 0.2
H -2.207 0.487 0.452 -0.3 -0.1 -0.2
H -3.086 2.967 1.047 -0.2 0.0 -0.2
H -3.995 1.580 1.709 0.1 0.0 0.0
C -0.929 4.668 -3.452 -0.5 -0.4 -0.4
C -2.284 5.047 -2.861 0.0 0.5 -0.5
O -2.253 4.568 -1.518 0.8 -0.6 0.1
S -0.722 4.651 -0.961 -0.6 1.1 0.4
O -0.585 5.871 -0.197 -5.6 -2.2 -1.9
O -0.353 3.353 -0.445 -0.5 1.5 -0.2
O 0.014 4.866 -2.400 -0.5 0.2 1.0
H -0.905 3.612 -3.736 -0.1 0.1 0.0
H -0.669 5.284 -4.317 0.1 0.0 0.3
H -3.117 4.602 -3.410 0.1 -0.1 0.3
H -2.410 6.135 -2.828 0.0 -0.1 -0.1
C 3.727 3.702 0.974 0.6 0.0 -0.3
C 4.224 4.891 1.790 0.2 -0.7 0.3
O 3.292 5.938 1.530 -0.7 -0.1 -0.3
S 1.819 5.286 1.279 0.3 -0.2 -0.8
O 1.076 5.358 2.518 0.5 0.1 -1.5
O 1.306 5.784 0.024 6.3 -0.5 3.1
O 2.304 3.744 1.067 -0.6 1.2 0.7
H 4.003 3.804 -0.081 0.0 0.1 0.1
H 4.106 2.750 1.357 -0.7 0.7 -0.2
H 5.235 5.196 1.509 -0.3 0.1 -0.1
H 4.196 4.673 2.863 0.1 -0.1 -0.1
C -1.174 -6.891 0.335 0.1 -0.6 0.0
C -0.533 -6.854 1.719 -0.7 0.0 0.1
O 0.672 -6.111 1.553 0.1 0.3 -0.8
S 0.447 -4.990 0.389 -0.2 0.3 -0.5
O 0.129 -3.733 1.029 0.6 -1.4 -0.9
O 1.499 -5.131 -0.590 -1.1 0.4 1.5
O -0.928 -5.606 -0.233 0.8 0.6 0.8
H -0.694 -7.642 -0.302 -0.1 0.0 0.1
H -2.248 -7.088 0.382 0.2 0.3 -0.1
H -0.319 -7.854 2.106 0.2 0.2 -0.1
H -1.166 -6.316 2.433 0.0 -0.1 -0.1
C 4.780 -1.721 2.503 -0.3 -0.7 0.5
C 4.190 -0.860 3.616 -0.5 -1.0 -1.0
O 5.173 0.139 3.876 -1.1 -12.7 -9.0
S 5.961 0.480 2.490 0.2 -1.3 0.0
O 5.365 1.664 1.912 1.5 -1.6 0.7
O 7.380 0.349 2.726 -1.7 0.7 -0.4
O 5.456 -0.813 1.635 0.1 1.1 0.1
H 5.518 -2.426 2.899 -0.1 0.1 0.0
H 4.010 -2.271 1.954 0.2 0.2 -0.2
H 3.976 -1.436 4.520 0.3 0.2 0.0
H 3.277 -0.356 3.282 0.0 -0.1 0.0
C 7.299 3.394 6.599 0.0 0.7 -0.3
C 5.990 4.090 6.961 0.5 0.2 0.6
O 4.983 3.397 6.228 0.2 -0.3 0.0
S 5.420 1.832 6.078 0.5 1.3 0.4
O 4.746 1.075 7.110 0.7 0.4 -1.7
O 5.368 1.475 4.679 1.5 13.0 10.4
O 6.981 2.006 6.512 -0.9 -0.4 0.3
H 7.662 3.723 5.620 0.0 0.0 0.1
H 8.076 3.561 7.350 -0.2 -0.3 -0.1
H 5.995 5.151 6.700 -0.2 -0.3 0.0
H 5.766 3.980 8.028 0.1 0.1 -0.1
C 1.603 6.393 6.991 -0.6 0.3 -0.5
C 2.443 6.875 5.811 -0.2 -0.8 -0.3
O 3.311 7.867 6.352 0.1 0.1 1.3
S 3.663 7.479 7.897 -0.2 0.3 0.0
O 4.940 6.802 7.912 -1.4 1.0 0.3
O 3.366 8.618 8.733 0.8 -1.5 -1.0
O 2.493 6.363 8.105 1.2 0.5 -0.2
H 0.798 7.100 7.217 0.1 -0.1 -0.1
H 1.177 5.401 6.817 0.3 0.1 0.2
H 1.831 7.293 5.008 0.2 0.1 0.2
H 3.062 6.065 5.412 -0.2 0.0 0.0
```
Forces are in eV/Å.

Summary:
Total charge: -1
E_tot: -6588.73298 Eh
HOMO: -3.8 eV
Energy relative to the best compared isomer or geometry (same formula, charge and spin): 131.6 kcal per mole
2S+1: 1
Max |F|: 16.75 eV/Å